This record from the OMol25 dataset describes a cluster of 12 separate species, C15H44BN14O25 in total at a distorted geometry. The level of theory is ωB97M-V/def2-TZVPD.

2S+1   1
HOMO level   -12.4 eV
Charge   +1
E_tot   -88959.1890 eV
HOMO-LUMO gap   8.8 eV

The geometry in XYZ format:
```
99
Properties=species:S:1:pos:R:3:lowdin_charge:R:1
N 0.160 -4.215 0.931 0.2048
C 0.141 -2.893 0.622 -0.3217
N 0.650 -2.461 -0.550 0.1647
C 1.665 -1.358 -0.510 -0.1205
C 1.402 -0.483 0.713 -0.1315
C -0.046 -0.560 1.174 -0.1102
N -0.385 -1.949 1.449 -0.0117
O -1.710 -2.198 1.833 0.1543
B -2.538 -2.298 0.680 -0.7885
O -3.438 -1.313 0.444 0.2333
O -2.403 -3.442 -0.074 0.1699
H 1.059 -4.633 1.110 0.1356
H -0.669 -4.755 1.104 0.1174
H 1.010 -3.282 -1.036 0.1125
H 1.617 -0.802 -1.443 0.1059
H 2.644 -1.830 -0.434 0.1165
H 2.035 -0.843 1.525 0.1205
H 1.632 0.556 0.493 0.1149
H -0.721 -0.113 0.437 0.1083
H -0.145 0.006 2.099 0.1239
H -3.580 -1.121 -0.491 0.1046
H -2.448 -3.264 -1.023 0.1004
C 1.525 0.263 5.651 0.0655
N 1.590 1.272 4.559 -0.4248
O 1.564 2.439 4.864 0.0824
O 1.666 0.857 3.415 0.0395
H 1.456 0.793 6.593 0.1001
H 0.646 -0.350 5.470 0.1029
H 2.427 -0.338 5.588 0.1042
C 3.741 2.404 -1.495 0.0571
N 4.490 1.155 -1.790 -0.4185
O 5.495 1.213 -2.454 0.1013
O 4.012 0.123 -1.344 0.0257
H 4.259 3.238 -1.956 0.1025
H 2.748 2.271 -1.914 0.0673
H 3.701 2.511 -0.415 0.1071
C -0.592 -6.229 -2.714 0.0612
N 0.862 -5.906 -2.686 -0.4405
O 1.649 -6.813 -2.642 0.1159
O 1.168 -4.720 -2.721 0.0128
H -0.699 -7.306 -2.683 0.1028
H -1.045 -5.754 -1.848 0.0849
H -0.997 -5.811 -3.631 0.1063
C -5.645 -4.579 -0.264 0.0438
N -6.265 -5.879 -0.640 -0.4573
O -7.007 -6.406 0.154 0.0886
O -5.965 -6.318 -1.731 0.0591
H -5.990 -4.301 0.725 0.1004
H -4.570 -4.723 -0.284 0.0772
H -5.947 -3.849 -1.009 0.1013
C 2.799 2.750 -5.829 0.0618
N 2.307 3.410 -4.589 -0.4390
O 2.526 4.585 -4.437 0.0994
O 1.707 2.713 -3.784 0.0052
H 3.304 3.497 -6.428 0.1018
H 3.473 1.955 -5.525 0.1016
H 1.934 2.340 -6.342 0.1034
C -0.396 4.992 5.881 0.0537
N -0.711 4.649 7.295 -0.4430
O -0.563 3.501 7.655 0.0643
O -1.091 5.560 7.997 0.0563
H -0.065 4.088 5.386 0.0613
H -1.303 5.391 5.436 0.1034
H 0.380 5.752 5.898 0.0968
C -0.910 -0.102 -3.499 0.0612
N -1.872 -1.230 -3.636 -0.4148
O -2.497 -1.565 -2.632 0.0276
O -1.991 -1.750 -4.713 0.1075
H -0.949 0.230 -2.473 0.0507
H 0.072 -0.478 -3.773 0.1077
H -1.218 0.682 -4.185 0.1133
C -5.591 -1.524 -5.214 0.0379
N -5.610 -0.569 -6.355 -0.4566
O -5.476 0.611 -6.099 0.0572
O -5.746 -1.038 -7.460 0.0801
H -5.460 -0.950 -4.304 0.0853
H -6.533 -2.064 -5.209 0.1017
H -4.762 -2.206 -5.378 0.0887
C 1.015 7.986 9.212 0.0472
N 1.081 8.908 8.047 -0.4526
O 1.112 10.098 8.255 0.0813
O 1.098 8.387 6.948 0.0413
H 1.010 8.567 10.126 0.0958
H 0.107 7.401 9.099 0.0768
H 1.888 7.342 9.153 0.1015
C -1.584 3.856 -0.978 0.0736
N -1.085 2.584 -0.389 -0.4161
O -1.204 2.395 0.794 0.1048
O -0.594 1.765 -1.149 0.0123
H -1.994 4.459 -0.177 0.1020
H -0.739 4.340 -1.459 0.1068
H -2.338 3.594 -1.714 0.1073
C 5.828 -2.437 -1.901 0.0343
N 6.307 -3.685 -1.245 -0.4557
O 6.033 -3.836 -0.069 0.0516
O 6.922 -4.471 -1.926 0.0787
H 5.310 -1.847 -1.159 0.0563
H 6.692 -1.909 -2.291 0.1037
H 5.169 -2.734 -2.712 0.1024
```



This record from the OMol25 dataset describes an isolated molecule of CH6O4Si at a distorted geometry. The level of theory is ωB97M-V/def2-TZVPD.

2S+1   1
HOMO level   -10.5 eV
Charge   0
E_tot   -17201.7577 eV
HOMO-LUMO gap   11.1 eV

The geometry in XYZ format:
```
12
Properties=species:S:1:pos:R:3:nbo_charge:R:1
O 0.260 -1.179 -1.660 -0.7091
C 0.387 -0.593 -0.429 0.9742
O 1.341 0.353 -0.478 -0.7119
O 0.807 -1.672 0.457 -0.7660
O -0.824 -0.166 0.134 -0.8964
Si -1.272 1.302 0.789 1.1572
H -0.112 -1.989 -1.591 0.4887
H 1.875 0.148 -1.292 0.5073
H 1.525 -1.317 1.118 0.4861
H -2.109 1.945 -0.415 -0.1649
H 0.024 2.080 1.237 -0.1840
H -1.901 1.089 2.130 -0.1812
```



Copy entry 2 word for word.
This record from the OMol25 dataset describes an isolated molecule of CH6O4Si at a distorted geometry. The level of theory is ωB97M-V/def2-TZVPD.

2S+1   1
HOMO level   -10.5 eV
Charge   0
E_tot   -17201.7577 eV
HOMO-LUMO gap   11.1 eV

The geometry in XYZ format:
```
12
Properties=species:S:1:pos:R:3:nbo_charge:R:1
O 0.260 -1.179 -1.660 -0.7091
C 0.387 -0.593 -0.429 0.9742
O 1.341 0.353 -0.478 -0.7119
O 0.807 -1.672 0.457 -0.7660
O -0.824 -0.166 0.134 -0.8964
Si -1.272 1.302 0.789 1.1572
H -0.112 -1.989 -1.591 0.4887
H 1.875 0.148 -1.292 0.5073
H 1.525 -1.317 1.118 0.4861
H -2.109 1.945 -0.415 -0.1649
H 0.024 2.080 1.237 -0.1840
H -1.901 1.089 2.130 -0.1812
```



Among the records above, which one has the lowest charge?
CH6O4Si